#1
55
Properties=species:S:1:pos:R:3 method="wB97M-V/def2-TZVPD" e_lumo_ev=0.51 e_homo_ev=-7.75 smiles="CCCCN(C)CCn1c(=S)[nH]c2cc(OCC)c(OCC)cc2c1=O" homo_lumo_gap_ev=8.253
C 0.1077 -3.0327 1.5015
C 0.6632 -1.6531 1.8325
C 2.0916 -1.4842 1.3216
C 2.6495 -0.0879 1.6193
N 3.6799 0.2765 0.6670
C 4.9396 -0.3921 0.8898
C 3.8031 1.6987 0.4036
C 3.3487 1.9949 -1.0392
N 2.0706 1.3506 -1.2814
C 2.0465 0.1505 -1.9300
S 3.3429 -0.5409 -2.6777
N 0.8535 -0.5025 -1.9935
C -0.3092 -0.0447 -1.4282
C -1.4908 -0.7843 -1.4853
C -2.6494 -0.2924 -0.9124
O -3.8539 -0.8970 -0.9245
C -4.0003 -2.1933 -1.4713
C -3.4946 -3.2844 -0.5328
C -2.6321 0.9750 -0.2567
O -3.8200 1.3470 0.2808
C -3.9561 2.6381 0.8432
C -4.0558 3.7341 -0.2133
C -1.4566 1.6890 -0.2013
C -0.2867 1.1904 -0.7851
C 0.9574 1.9471 -0.6924
O 1.0569 3.0245 -0.1388
H 0.1178 -3.1963 0.4255
H -0.9148 -3.1305 1.8592
H 0.7099 -3.8095 1.9671
H 0.6462 -1.5045 2.9145
H 0.0230 -0.8886 1.3835
H 2.7260 -2.2488 1.7730
H 2.1138 -1.6346 0.2408
H 3.0162 -0.0433 2.6602
H 1.8333 0.6332 1.5263
H 4.7741 -1.4670 0.9154
H 5.6080 -0.1745 0.0588
H 5.4250 -0.0880 1.8316
H 4.8371 2.0364 0.5159
H 3.1822 2.2832 1.0892
H 4.0643 1.5929 -1.7557
H 3.2270 3.0699 -1.1814
H 0.8651 -1.3845 -2.4886
H -1.4765 -1.7370 -1.9901
H -3.5124 -2.2588 -2.4516
H -5.0784 -2.3013 -1.6169
H -2.4292 -3.1784 -0.3465
H -4.0163 -3.2187 0.4183
H -3.6818 -4.2607 -0.9713
H -4.8896 2.5829 1.4098
H -3.1373 2.8439 1.5432
H -4.8785 3.5179 -0.8903
H -3.1396 3.8018 -0.7941
H -4.2371 4.6902 0.2694
H -1.3829 2.6458 0.2890

#2
55
Properties=species:S:1:pos:R:3 method="wB97M-V/def2-TZVPD" e_lumo_ev=0.77 e_homo_ev=-8.02 smiles="CCOc1ccc(CC(=O)NNC(=S)NC2CCCCC2)cc1OCC" homo_lumo_gap_ev=8.791
C -4.6483 -2.3624 -1.9744
C -4.1874 -0.9536 -1.6325
O -3.3028 -1.0532 -0.5354
C -2.6718 0.0715 -0.0829
C -2.9353 1.3433 -0.5739
C -2.2305 2.4525 -0.1384
C -1.2556 2.3191 0.8329
C -0.3492 3.4619 1.2237
C 1.0390 2.9764 0.8667
O 1.9237 2.7268 1.6588
N 1.2128 2.7816 -0.4759
N 2.1963 1.8546 -0.8563
C 1.7500 0.6770 -1.3920
S 0.3139 0.6280 -2.2230
N 2.5387 -0.4051 -1.3316
C 3.6369 -0.6410 -0.4109
C 3.1642 -0.6836 1.0520
C 2.2370 -1.8701 1.2959
C 2.9491 -3.1750 0.9543
C 3.4098 -3.1682 -0.5002
C 4.3101 -1.9653 -0.7809
C -1.0221 1.0583 1.3659
C -1.7022 -0.0708 0.9304
O -1.2741 -1.2356 1.5008
C -2.1237 -2.3641 1.6071
C -3.3539 -2.0939 2.4655
H -5.1431 -2.8112 -1.1168
H -5.3414 -2.3305 -2.8101
H -3.7938 -2.9769 -2.2443
H -3.6708 -0.5031 -2.4902
H -5.0522 -0.3282 -1.3682
H -3.6789 1.4785 -1.3422
H -2.4420 3.4177 -0.5741
H -0.6020 4.3656 0.6706
H -0.3868 3.6630 2.2947
H 0.3972 2.7024 -1.0845
H 2.9183 1.8195 -0.1406
H 2.1549 -1.2172 -1.7922
H 4.3673 0.1704 -0.5368
H 4.0461 -0.7706 1.6903
H 2.6538 0.2418 1.3236
H 1.9262 -1.8766 2.3415
H 1.3334 -1.7644 0.6923
H 2.2811 -4.0207 1.1254
H 3.8164 -3.2947 1.6082
H 3.9594 -4.0849 -0.7235
H 2.5339 -3.1501 -1.1531
H 5.2236 -2.0585 -0.1910
H 4.5931 -1.9455 -1.8355
H -0.2662 0.9184 2.1243
H -2.4215 -2.7261 0.6194
H -1.4884 -3.1157 2.0861
H -4.0026 -1.3696 1.9797
H -3.0554 -1.7007 3.4348
H -3.9074 -3.0174 2.6121

Most stable structure, least stable structure: #1, #2.

#1
10
Properties=species:S:1:pos:R:3 method="wB97M-V/def2-TZVPD" e_lumo_ev=0.09 e_homo_ev=-9.16 homo_lumo_gap_ev=9.254
C -0.1276 -0.9268 -0.4149
C -0.2074 0.5895 -0.4384
C 1.7008 -0.1025 0.4677
N 1.0034 -1.2498 0.0800
O 1.0556 1.0137 0.0724
Br 3.5321 -0.0619 0.0331
H -0.6043 -1.6937 -0.9728
H -0.2848 0.9427 -1.5512
H -0.8439 1.1444 0.2035
H 1.4247 0.1416 2.0525

#2
10
Properties=species:S:1:pos:R:3 method="wB97M-V/def2-TZVPD" e_lumo_ev=0.62 e_homo_ev=-9.53 smiles="C=CBr.N=C=O" homo_lumo_gap_ev=10.156
C 0.1863 -0.6803 1.4137
C -0.1534 -1.4526 0.3705
Br -1.9548 -1.6230 -0.2022
H 1.1809 -0.4960 1.7193
H -0.3626 -0.2072 2.1048
H 0.3609 -1.9716 -0.4553
N -0.4174 1.2390 -1.2019
C 0.7009 1.6625 -1.2015
O 1.8468 1.8462 -1.3096
H -1.3876 1.6831 -1.2378

#3
10
Properties=species:S:1:pos:R:3 method="wB97M-V/def2-TZVPD" e_lumo_ev=0.08 e_homo_ev=-9.77 smiles="O=CC/C=N/Br" homo_lumo_gap_ev=9.847
O 0.6228 2.0420 0.2180
C 0.9711 1.0178 -0.3468
C 0.8179 -0.3684 0.3347
C -0.6204 -0.6857 -0.0889
N -1.4979 0.0070 0.5595
Br -3.2365 -0.3106 0.1033
H 1.2788 0.9945 -1.4709
H 0.7233 -0.1943 1.3596
H 1.6548 -0.9647 0.1378
H -0.7140 -1.5375 -0.8065

Most stable structure, least stable structure: #2, #1.

#1
8
Properties=species:S:1:pos:R:3 method="wB97M-V/def2-TZVPD" e_lumo_ev=-1.90 e_homo_ev=-9.51 smiles="O=CC#CC=S" homo_lumo_gap_ev=7.612
O 0.5883 -0.0022 2.9976
C -0.1764 0.1029 2.0752
C 0.0138 -0.3881 0.6682
C 0.0484 -0.1477 -0.5092
C 0.2174 -0.1145 -1.9119
S -0.8622 0.3188 -3.0571
H -1.0283 0.7272 2.0815
H 1.1991 -0.4963 -2.3442

#2
8
Properties=species:S:1:pos:R:3 method="wB97M-V/def2-TZVPD" e_lumo_ev=-1.89 e_homo_ev=-9.59 smiles="O=CC#CC=S" homo_lumo_gap_ev=7.705
O -2.5964 0.2873 1.4871
C -1.4711 -0.0787 1.3060
C -0.8740 0.0707 -0.0240
C 0.1778 0.1045 -0.6620
C 1.4775 0.0092 -1.2055
S 2.1217 1.0107 -2.2932
H -0.8809 -0.5833 2.1072
H 2.0454 -0.8204 -0.7156

Most stable structure, least stable structure: #1, #2.

#1
13
Properties=species:S:1:pos:R:3 method="wB97M-V/def2-TZVPD" e_lumo_ev="-0.49 / -0.28" e_homo_ev="-8.31 / -7.13" homo_lumo_gap_ev="7.826 / 6.843"
C -1.4606 0.2663 -0.6021
C -1.6018 1.5228 -1.3736
O -2.2625 -0.0862 0.2208
Si 1.3390 -1.0644 1.9366
Si 1.7409 -0.9975 -0.3308
H -0.9784 2.2345 -0.9554
H -2.6748 1.9011 -1.3255
H -1.3556 1.4589 -2.3617
H 1.3977 0.3996 2.2105
H 0.0891 -1.7395 2.1452
H 2.3298 -1.7230 2.8008
H 1.8980 0.0727 -1.3071
H 1.5393 -2.2452 -1.0579

#2
13
Properties=species:S:1:pos:R:3 method="wB97M-V/def2-TZVPD" e_lumo_ev=0.23 e_homo_ev=-7.94 homo_lumo_gap_ev=8.171
C 1.2035 0.5501 -1.9663
C 0.2785 -0.3835 -1.7191
O -2.6372 -0.3633 0.9302
Si 0.5337 0.7015 1.7114
Si -1.0927 -0.6945 0.7172
H 1.7519 0.6475 -2.9481
H 1.5614 1.0661 -1.1296
H -0.0243 -1.1409 -2.3998
H -3.0976 -0.9680 0.4148
H 0.4829 0.3834 3.1731
H 0.3743 2.1315 1.6163
H 1.8603 0.1710 0.9434
H -1.1945 -2.1010 0.6565

Most stable structure, least stable structure: #2, #1.

#1
10
Properties=species:S:1:pos:R:3 method="wB97M-V/def2-TZVPD" e_lumo_ev=-0.80 e_homo_ev=-7.99 homo_lumo_gap_ev=7.191
C 1.0555 -1.4329 -0.1283
C 0.0409 -0.7528 0.2503
C 0.5049 1.3691 -0.5921
C 0.0230 0.6767 0.5121
P 2.7059 -0.7582 0.0111
P 2.2051 1.2380 0.0300
H 0.9890 -2.4176 -0.5607
H -0.9046 -1.1220 0.0882
H 0.2556 2.3770 -0.8939
H -0.8957 1.0929 1.1686

#2
10
Properties=species:S:1:pos:R:3 method="wB97M-V/def2-TZVPD" e_lumo_ev=-0.12 e_homo_ev=-9.13 smiles="P#CC[C@H]1C=P1" homo_lumo_gap_ev=9.012
P 3.4051 0.1510 0.2201
C 2.0446 0.0992 -0.4311
C 0.6236 0.1511 -0.7622
C -0.3540 0.6922 0.2307
C -1.4762 1.6132 -0.0856
P -2.1775 0.1117 -0.0960
H 0.2202 -0.9460 -0.8000
H 0.5701 0.7217 -1.7265
H 0.1022 0.4972 1.2709
H -1.5139 2.6033 -0.2976

Most stable structure, least stable structure: #1, #2.